Molecular formula: C2H8IN3OS
Method: DFT, ωB97M-V/def2-TZVPD

Last column: natural (NBO) charge in e.
Geometry (Å):
C1 -1.7887 -2.6993 -0.1446  -0.036
C2 2.0206 1.0128 -0.6053  -0.815
N1 -0.0420 0.4960 1.2931  -0.659
N2 -2.3374 -2.6630 -1.2563  -0.595
N3 0.6243 1.4222 2.0581  -0.685
O1 -0.2084 1.9507 -0.9379  -0.930
S1 0.2839 0.4524 -0.2188  1.230
I1 2.4269 0.2862 -2.5253  0.147
H1 -1.6696 -3.3645 0.7326  0.155
H2 -1.2362 -1.7896 0.0679  0.144
H3 2.8162 0.6630 0.0949  0.256
H4 2.1746 2.1076 -0.6632  0.252
H5 -2.7857 -3.5873 -1.5944  0.330
H6 -1.1610 1.9139 -0.8035  0.480
H7 0.7377 2.3078 1.5307  0.351
H8 0.1448 1.4911 2.9720  0.375

Its energy relative to the best compared isomer or geometry (same formula, charge and spin) is 0.0000 eV. As for the spin multiplicity: 1. For the orbital gap, the calculation gives 0.313 hartree.